(1)
Here is a cluster of 2 separate species, C6H12N4 in total from the OMol25 dataset. Energies are from the ωB97M-V functional and the def2-TZVPD basis.

Spin multiplicity: 1
HOMO energy (spin up / spin down), eV: -16.1078 / -16.1065
Total charge: +2

Geometry (Å):
C  -0.41  0.57  -0.90
C  -0.09  1.06  0.39
C  0.25  -1.36  -2.23
C  1.05  2.75  4.24
C  0.41  -3.74  -1.93
C  -0.60  -2.55  -2.01
N  -1.21  3.13  0.43
N  0.29  -0.35  -1.48
N  1.20  2.84  5.38
N  -0.61  2.06  1.01
H  -1.27  1.02  -1.41
H  0.67  0.49  0.90
H  1.18  -1.29  -2.85
H  1.18  2.46  3.19
H  0.59  -4.14  -2.87
H  0.04  -4.64  -1.36
H  1.37  -3.47  -1.55
H  -1.12  -2.44  -1.00
H  -1.26  -2.62  -2.97
H  -1.81  3.28  -0.38
H  1.49  3.02  6.38
H  -1.31  3.92  1.03

(2)
Here is a structure of composition C25H27N7O8STi from the OMol25 dataset. Energies are from the ωB97M-V functional and the def2-TZVPD basis.

Spin multiplicity: 3
HOMO energy (spin up / spin down), eV: 0.8541 / -2.5904
Total charge: -2
⟨S²⟩: 2.038

Geometry (Å):
Ti  1.04  -0.87  1.05
O  4.42  -0.81  -1.21
C  3.56  -1.01  -0.37
O  2.74  -0.15  0.12
C  3.35  -2.35  0.27
C  3.99  -3.53  0.02
C  3.65  -4.67  0.76
C  2.67  -4.57  1.75
C  2.04  -3.37  1.94
N  2.37  -2.29  1.20
C  0.91  -3.05  2.89
O  0.58  -3.82  3.77
O  0.42  -1.88  2.63
H  4.76  -3.55  -0.75
H  4.14  -5.61  0.57
H  2.37  -5.42  2.35
C  0.75  -1.83  -4.03
O  0.71  -0.42  -3.78
C  0.86  -0.09  -2.47
O  1.02  -0.92  -1.61
N  0.77  1.24  -2.32
N  1.06  1.94  -1.14
H  0.71  -1.94  -5.11
H  -0.10  -2.33  -3.56
H  1.67  -2.26  -3.64
H  0.67  1.80  -3.15
H  0.27  1.83  -0.50
H  1.85  1.49  -0.70
N  -4.63  2.13  -4.68
C  -4.00  1.85  -3.45
C  -2.79  2.47  -3.12
C  -2.19  2.22  -1.90
C  -2.77  1.34  -1.01
C  -3.99  0.74  -1.32
C  -4.59  1.00  -2.53
S  -1.98  1.06  0.57
O  -3.04  0.80  1.51
O  -1.19  2.26  0.77
N  -0.93  -0.14  0.38
C  -1.36  -1.44  0.05
N  -2.59  -1.73  -0.29
C  -2.88  -3.09  -0.50
C  -1.91  -4.06  -0.34
C  -0.62  -3.66  -0.01
N  -0.33  -2.31  0.15
H  -3.99  2.41  -5.40
H  -5.21  1.37  -5.00
H  -2.33  3.15  -3.83
H  -1.27  2.72  -1.63
H  -4.42  0.06  -0.60
H  -5.54  0.53  -2.78
H  -3.90  -3.34  -0.77
H  -2.14  -5.11  -0.47
H  0.20  -4.36  0.10
C  1.17  4.30  2.21
C  1.17  3.25  3.33
C  2.34  3.52  4.29
C  -0.16  3.34  4.10
C  1.30  1.91  2.75
C  1.35  0.78  2.28
H  1.03  5.30  2.63
H  0.37  4.09  1.50
H  2.12  4.28  1.67
H  2.24  4.51  4.75
H  3.29  3.49  3.74
H  2.38  2.76  5.07
H  -0.28  4.33  4.55
H  -0.19  2.58  4.88
H  -0.99  3.16  3.41

(3)
Here is a structure of composition C40H70AsCl2CrN5O3SbSi4 from the OMol25 dataset. Energies are from the ωB97M-V functional and the def2-TZVPD basis.

Spin multiplicity: 5
HOMO energy (spin up / spin down), eV: -4.2700 / -4.4143
Total charge: -1
⟨S²⟩: 6.010

Geometry (Å):
Cr  -0.51  0.21  -0.47
C  -5.20  3.54  3.44
C  -3.85  3.06  2.97
C  -2.73  3.87  3.01
C  -1.53  3.48  2.46
C  -1.35  2.24  1.78
N  -0.24  1.85  1.08
C  0.81  2.76  0.98
C  0.63  4.13  0.71
C  1.65  5.05  0.82
C  2.94  4.65  1.15
C  4.05  5.65  1.38
C  3.17  3.29  1.26
C  2.15  2.36  1.17
N  2.49  0.99  1.22
C  3.51  0.42  1.91
C  3.63  -0.87  1.46
C  2.63  -1.00  0.48
N  1.94  0.12  0.35
C  -2.44  1.34  2.00
C  -3.66  1.77  2.51
N  -2.25  -0.05  1.90
C  -2.78  -0.98  2.74
C  -2.16  -2.18  2.47
C  -1.25  -1.89  1.45
N  -1.31  -0.60  1.12
H  -5.16  4.60  3.70
H  -5.55  2.99  4.32
H  -5.95  3.42  2.65
H  -2.78  4.85  3.48
H  -0.68  4.14  2.58
H  -0.36  4.45  0.41
H  1.44  6.10  0.63
H  3.74  6.65  1.08
H  4.94  5.38  0.82
H  4.31  5.68  2.44
H  4.18  2.93  1.43
H  4.05  0.96  2.67
H  4.33  -1.61  1.80
H  2.41  -1.83  -0.16
H  -4.49  1.07  2.55
H  -3.51  -0.72  3.48
H  -2.35  -3.13  2.93
H  -0.56  -2.54  0.94
C  -4.70  3.77  -0.61
Si  -3.27  4.43  -1.68
C  -2.50  5.80  -0.59
C  -4.16  5.35  -3.12
As  -1.69  2.64  -1.94
Si  -0.14  3.71  -3.38
C  0.33  2.83  -5.01
C  -0.76  5.40  -4.02
C  1.53  4.08  -2.56
Si  -2.88  1.53  -3.67
C  -3.32  2.66  -5.15
C  -1.90  0.09  -4.38
C  -4.57  1.01  -2.98
H  -5.18  4.58  -0.06
H  -4.32  3.05  0.11
H  -5.46  3.27  -1.21
H  -3.12  6.70  -0.59
H  -1.50  6.08  -0.93
H  -2.42  5.44  0.43
H  -4.29  6.40  -2.87
H  -5.15  4.91  -3.28
H  -3.61  5.29  -4.06
H  -0.37  3.07  -5.81
H  0.34  1.75  -4.89
H  1.33  3.14  -5.33
H  -1.58  5.26  -4.73
H  0.04  5.93  -4.55
H  -1.12  6.05  -3.22
H  1.89  3.20  -2.02
H  1.45  4.89  -1.85
H  2.29  4.35  -3.30
H  -2.48  3.29  -5.45
H  -4.16  3.31  -4.91
H  -3.61  2.06  -6.02
H  -1.02  0.45  -4.93
H  -2.50  -0.50  -5.07
H  -1.56  -0.56  -3.57
H  -5.29  1.82  -3.06
H  -4.48  0.73  -1.93
H  -4.97  0.15  -3.51
C  2.37  -7.31  -2.18
C  1.13  -6.52  -1.78
Sb  1.32  -4.31  -1.65
C  3.05  -4.16  -3.01
C  4.46  -4.06  -2.44
C  2.11  -4.53  0.42
C  3.57  -4.92  0.65
H  2.18  -8.39  -2.15
H  3.20  -7.11  -1.50
H  2.70  -7.06  -3.18
H  0.77  -6.84  -0.80
H  0.32  -6.72  -2.49
H  2.83  -3.28  -3.60
H  2.96  -5.02  -3.68
H  4.56  -3.19  -1.79
H  5.18  -3.95  -3.25
H  4.73  -4.96  -1.88
H  1.44  -5.29  0.84
H  1.90  -3.59  0.93
H  3.83  -5.83  0.12
H  3.75  -5.10  1.72
H  4.24  -4.13  0.34
C  -4.43  -1.56  -0.44
Si  -2.92  -2.23  -1.43
C  -3.54  -2.63  -3.19
C  -2.65  -4.01  -0.77
O  -1.74  -1.18  -1.43
H  -5.31  -1.43  -1.08
H  -4.20  -0.59  0.00
H  -4.72  -2.23  0.38
H  -4.28  -3.44  -3.15
H  -2.70  -2.98  -3.80
H  -3.99  -1.78  -3.69
H  -3.62  -4.50  -0.61
H  -2.09  -4.08  0.16
H  -2.11  -4.60  -1.52
Cl  3.84  1.00  -2.39
C  2.48  0.51  -3.45
Cl  3.04  -0.66  -4.64
C  1.36  -0.06  -2.54
O  1.32  -1.27  -2.30
O  0.58  0.85  -2.11
H  2.17  1.40  -3.97

(4)
Here is a cluster of 11 separate species, C15H52N14O11 in total from the OMol25 dataset. Energies are from the ωB97M-V functional and the def2-TZVPD basis.

Spin multiplicity: 1
HOMO energy, eV: -9.0650

Geometry (Å):
N  0.48  -18.00  -10.97
C  1.11  -18.93  -10.27
N  2.29  -19.15  -10.83
O  0.75  -19.43  -9.24
H  -0.38  -17.58  -10.65
H  1.16  -17.43  -11.45
H  2.89  -19.84  -10.41
H  2.57  -18.54  -11.59
N  0.75  -12.94  -15.44
C  -0.41  -12.74  -14.86
N  -0.52  -13.54  -13.83
O  -1.26  -11.97  -15.25
H  1.05  -12.16  -16.01
H  1.31  -13.66  -14.99
H  -1.28  -13.38  -13.19
H  0.34  -14.03  -13.62
N  -5.75  -16.62  -16.25
C  -4.82  -15.86  -16.61
N  -5.04  -14.69  -16.10
O  -3.87  -16.13  -17.27
H  -6.46  -16.34  -15.60
H  -5.75  -17.58  -16.54
H  -5.77  -14.71  -15.41
H  -4.28  -14.02  -16.15
N  -0.16  -15.47  -6.75
C  -1.24  -15.86  -6.15
N  -1.25  -17.09  -5.83
O  -2.08  -15.05  -5.81
H  -0.18  -14.55  -7.17
H  0.45  -16.22  -7.05
H  -1.88  -17.47  -5.13
H  -0.65  -17.72  -6.34
N  0.43  -24.05  -12.29
C  -0.65  -23.50  -12.73
N  -0.48  -22.45  -13.50
O  -1.78  -23.90  -12.40
H  0.42  -24.81  -11.62
H  1.33  -23.61  -12.45
H  -1.30  -22.17  -14.03
H  0.47  -22.26  -13.80
N  -5.91  -22.62  -16.07
C  -5.39  -21.59  -15.40
N  -6.19  -21.28  -14.39
O  -4.46  -20.85  -15.81
H  -5.39  -22.95  -16.87
H  -6.89  -22.81  -15.87
H  -6.01  -20.39  -13.96
H  -7.00  -21.84  -14.17
N  -9.74  -12.62  -13.36
C  -9.34  -13.71  -12.85
N  -10.29  -14.24  -12.18
O  -8.28  -14.25  -12.97
H  -9.14  -12.08  -13.96
H  -10.68  -12.30  -13.16
H  -11.12  -13.69  -12.01
H  -10.04  -15.01  -11.57
C  -6.81  -20.92  -5.17
C  -5.78  -19.87  -5.48
O  -5.36  -19.18  -4.34
H  -7.66  -20.57  -4.57
H  -6.32  -21.74  -4.65
H  -7.11  -21.24  -6.16
H  -6.09  -19.09  -6.16
H  -4.93  -20.39  -5.92
H  -6.00  -18.50  -4.12
C  -7.70  -24.85  -10.21
C  -6.48  -24.93  -9.24
O  -5.56  -23.95  -9.58
H  -8.13  -23.85  -10.20
H  -8.46  -25.63  -10.18
H  -7.44  -24.98  -11.26
H  -6.03  -25.86  -9.59
H  -6.64  -24.92  -8.16
H  -5.01  -24.31  -10.28
C  -4.26  -17.11  -11.16
C  -4.14  -18.53  -10.56
O  -5.43  -19.04  -10.40
H  -4.59  -17.21  -12.19
H  -3.30  -16.61  -11.27
H  -4.86  -16.40  -10.60
H  -3.57  -18.39  -9.64
H  -3.63  -19.25  -11.21
H  -5.28  -19.99  -10.45
C  -11.61  -17.43  -8.37
C  -10.17  -18.03  -8.37
O  -9.31  -17.05  -8.94
H  -12.08  -17.33  -9.34
H  -11.69  -16.49  -7.83
H  -12.23  -18.09  -7.76
H  -10.12  -18.91  -9.01
H  -9.89  -18.06  -7.31
H  -8.51  -17.56  -9.10

(5)
Here is a structure of composition C37H31F3GeIrN4O from the OMol25 dataset. Energies are from the ωB97M-V functional and the def2-TZVPD basis.

Spin multiplicity: 2
HOMO energy (spin up / spin down), eV: -13.0841 / -13.0666
Total charge: +2
⟨S²⟩: 0.775

Geometry (Å):
Ir  0.07  0.96  0.78
C  3.97  -0.05  1.92
C  2.52  0.23  1.84
N  1.89  0.37  0.70
N  2.47  0.30  -0.53
C  1.65  0.77  -1.45
O  0.45  1.26  -1.16
C  2.05  0.76  -2.85
C  3.37  0.45  -3.20
C  3.73  0.41  -4.53
C  2.78  0.67  -5.52
C  1.48  0.98  -5.18
C  1.10  1.03  -3.84
C  1.66  0.39  3.04
C  2.12  0.16  4.31
C  1.26  0.33  5.39
C  -0.05  0.73  5.15
C  -0.46  0.94  3.84
N  0.37  0.79  2.81
H  4.40  -0.06  0.93
H  4.13  -1.02  2.40
H  4.45  0.71  2.53
H  4.09  0.24  -2.43
H  4.75  0.17  -4.81
H  3.07  0.64  -6.56
H  0.75  1.18  -5.95
H  0.09  1.27  -3.57
H  3.14  -0.16  4.47
H  1.60  0.15  6.40
H  -0.75  0.87  5.96
H  -1.47  1.25  3.61
C  -2.49  -1.09  2.26
Ge  -1.29  -1.09  0.71
C  -2.38  -1.10  -0.92
C  -2.34  -0.20  -1.97
C  -3.22  -0.32  -3.04
C  -4.15  -1.35  -3.06
C  -4.19  -2.25  -2.01
C  -3.32  -2.13  -0.94
C  -0.02  -2.51  0.83
C  -0.01  -3.25  1.99
C  0.90  -4.31  2.18
C  1.82  -4.59  1.21
C  1.86  -3.84  0.00
C  2.80  -4.14  -1.02
C  2.81  -3.45  -2.19
C  1.86  -2.42  -2.40
C  0.96  -2.10  -1.44
C  0.93  -2.80  -0.20
H  -3.07  -2.01  2.17
H  -3.18  -0.25  2.23
H  -1.97  -1.09  3.21
H  -1.59  0.59  -1.99
H  -3.18  0.39  -3.86
H  -4.83  -1.45  -3.89
H  -4.91  -3.06  -2.02
H  -3.36  -2.86  -0.14
H  -0.73  -3.04  2.78
H  0.88  -4.89  3.09
H  2.52  -5.39  1.35
H  3.52  -4.93  -0.84
H  3.52  -3.70  -2.96
H  1.85  -1.88  -3.34
H  0.22  -1.33  -1.64
F  -4.08  6.32  -0.45
C  -3.81  5.96  0.81
F  -3.25  7.00  1.43
F  -4.96  5.67  1.42
C  -2.89  4.75  0.82
C  -1.64  4.80  1.39
C  -0.86  3.66  1.38
N  -1.29  2.51  0.82
C  -2.51  2.47  0.25
C  -3.34  3.57  0.24
H  -1.26  5.70  1.85
H  0.12  3.64  1.83
H  -2.81  1.53  -0.21
H  -4.31  3.51  -0.23

The records above yield relative energy (zero: lowest compared OMol25 entry of this formula, charge and spin) values of 374.4 139.5 55.3 660.0 51.6 kJ/mol, respectively.